(1)
Below is a cluster of 2 separate species, C3H7NO3 in total at a distorted geometry, with properties calculated with ωB97M-V with the def2-TZVPD basis set.

The energy above the lowest of the compared OMol25 structures with the same formula, charge and spin comes out at 138.78 kcal/mol. The total energy comes out at -10852.34982 eV. As for the spin multiplicity: 1.

Positions of all 14 atoms, in Å:
C  -2.214  0.671  1.265
C  1.906  -1.096  -0.275
N  1.322  -0.465  -1.478
C  -0.477  0.552  -0.356
O  1.937  0.458  -2.018
O  -1.364  -0.127  0.381
O  -0.294  1.731  -0.358
H  0.269  -0.523  -1.578
H  -2.808  1.370  0.676
H  -1.597  1.223  1.974
H  -2.851  -0.044  1.776
H  1.166  -1.752  0.180
H  2.236  -0.332  0.427
H  2.770  -1.666  -0.617



(2)
Below is the molecule C3H4N2O at a distorted geometry, with properties calculated with ωB97M-V with the def2-TZVPD basis set.

The energy above the lowest of the compared OMol25 structures with the same formula, charge and spin comes out at 39.01 kcal/mol. The structure (SMILES) is Nc1ncco1. The total energy comes out at -8202.19392 eV. As for the spin multiplicity: 1.

Positions of all 10 atoms, in Å:
N  -1.487  -0.699  -1.032
C  -0.487  -0.165  -0.292
N  -0.445  -0.121  1.020
C  0.764  0.468  1.241
C  1.440  0.742  0.093
O  0.571  0.315  -0.937
H  -2.317  -0.946  -0.519
H  -1.600  -0.373  -1.977
H  1.215  0.618  2.213
H  2.346  0.161  0.190



(3)
Below is a structure of composition C44H58BIrN10O at a distorted geometry, with properties calculated with ωB97M-V with the def2-TZVPD basis set.

The energy above the lowest of the compared OMol25 structures with the same formula, charge and spin comes out at 116.92 kcal/mol. As for the net charge: +2. The total energy comes out at -67022.80697 eV. As for the spin multiplicity: 1.

Positions of all 115 atoms, in Å:
Ir  0.047  -0.153  0.027
C  3.459  0.050  -1.597
C  2.647  1.290  -1.567
C  2.982  2.545  -2.056
C  1.891  3.360  -1.778
C  1.728  4.796  -2.090
N  0.972  2.608  -1.149
N  1.431  1.349  -1.014
B  -0.404  3.042  -0.622
N  -1.454  2.146  -1.319
N  -1.167  0.869  -1.636
C  -2.125  0.404  -2.443
C  -2.099  -0.961  -3.026
C  -3.062  1.415  -2.643
C  -2.606  2.506  -1.919
C  -3.249  3.837  -1.802
N  -0.376  2.789  0.902
N  0.022  1.603  1.393
C  0.003  1.658  2.726
C  0.379  0.482  3.546
C  -0.408  2.933  3.107
C  -0.640  3.628  1.924
C  -1.093  5.031  1.770
H  4.252  0.135  -2.335
H  3.911  -0.111  -0.619
H  2.826  -0.801  -1.842
H  3.890  2.825  -2.545
H  2.615  5.168  -2.594
H  0.867  4.948  -2.737
H  1.574  5.371  -1.179
H  -0.625  4.174  -0.840
H  -1.083  -1.348  -3.012
H  -2.741  -1.633  -2.455
H  -2.454  -0.936  -4.055
H  -3.952  1.368  -3.236
H  -4.197  3.818  -2.334
H  -3.433  4.096  -0.761
H  -2.623  4.615  -2.234
H  0.738  -0.313  2.893
H  1.162  0.734  4.256
H  -0.482  0.120  4.106
H  -0.520  3.309  4.101
H  -1.279  5.456  2.752
H  -0.333  5.624  1.264
H  -2.007  5.099  1.183
C  -6.433  -1.247  3.499
C  -6.363  -0.235  2.348
C  -7.270  -0.674  1.189
C  -6.856  1.117  2.872
C  -4.942  -0.163  1.832
C  -4.245  1.035  1.719
C  -2.944  1.027  1.252
N  -2.301  -0.068  0.877
C  -2.959  -1.236  0.910
C  -4.263  -1.304  1.397
C  -2.246  -2.384  0.320
C  -2.790  -3.663  0.258
C  -2.138  -4.697  -0.405
C  -0.915  -4.379  -0.997
C  -0.433  -3.091  -0.898
N  -1.060  -2.121  -0.248
C  -2.697  -6.097  -0.506
C  -1.767  -7.031  0.284
C  -4.114  -6.211  0.061
C  -2.737  -6.516  -1.983
H  -7.438  -1.247  3.912
H  -5.740  -0.973  4.291
H  -6.201  -2.258  3.176
H  -8.304  -0.673  1.521
H  -7.025  -1.673  0.837
H  -7.182  0.012  0.349
H  -7.852  1.000  3.290
H  -6.923  1.855  2.077
H  -6.209  1.493  3.660
H  -4.688  1.979  1.985
H  -2.426  1.967  1.162
H  -4.773  -2.251  1.421
H  -3.740  -3.852  0.722
H  -0.349  -5.123  -1.535
H  0.486  -2.811  -1.390
H  -1.791  -6.782  1.343
H  -0.740  -6.964  -0.064
H  -2.099  -8.058  0.167
H  -4.141  -5.993  1.127
H  -4.464  -7.230  -0.073
H  -4.803  -5.552  -0.463
H  -1.745  -6.576  -2.422
H  -3.331  -5.813  -2.562
H  -3.195  -7.497  -2.063
C  6.354  -3.001  0.721
N  4.940  -3.058  0.457
N  4.023  -2.238  1.056
C  2.819  -2.300  0.361
O  1.804  -1.652  0.689
C  3.069  -3.210  -0.708
C  4.370  -3.641  -0.617
C  5.123  -4.595  -1.462
C  4.250  -1.727  2.352
C  4.803  -2.569  3.314
C  5.090  -2.074  4.570
C  4.812  -0.750  4.872
C  4.223  0.072  3.922
C  3.942  -0.407  2.654
H  6.548  -2.426  1.624
H  6.869  -2.522  -0.117
H  6.765  -4.004  0.855
H  2.372  -3.525  -1.458
H  4.481  -5.017  -2.228
H  5.511  -5.408  -0.852
H  5.970  -4.112  -1.945
H  4.991  -3.607  3.083
H  5.524  -2.728  5.311
H  5.046  -0.364  5.851
H  3.992  1.096  4.164
H  3.490  0.225  1.905



(4)
Below is a structure of composition CHB2ClF8O3Pt at a distorted geometry, with properties calculated with ωB97M-V with the def2-TZVPD basis set.

The energy above the lowest of the compared OMol25 structures with the same formula, charge and spin comes out at 6.60 kcal/mol. As for the net charge: -2. The total energy comes out at -46070.19260 eV. As for the spin multiplicity: 3.

Positions of all 17 atoms, in Å:
Pt  -0.113  0.468  0.049
Cl  -1.132  2.795  0.331
B  -1.346  -0.122  -2.295
F  -1.948  0.841  -3.117
F  -1.844  -0.047  -1.013
F  -1.465  -1.397  -2.851
F  -0.039  0.142  -2.110
B  2.588  1.054  0.235
F  3.492  0.175  -0.300
F  1.814  0.504  1.246
F  3.223  2.213  0.685
F  1.688  1.328  -0.736
O  -1.390  -2.468  2.455
C  -0.724  -1.537  1.711
O  -0.152  -1.728  0.565
O  -0.924  -0.371  2.038
H  -1.727  -1.849  3.107



> The highest spin multiplicity belongs to which entry?

CHB2ClF8O3Pt